# 1
Formula: C2H2FNO2
Source: the Open Molecules 2025 dataset
Level of theory: ωB97M-V/def2-TZVPD

```
8
Properties=species:S:1:pos:R:3:mulliken_charge:R:1
O -1.988 -0.116 0.671 -0.344
C -1.177 0.560 1.072 0.681
N -0.618 1.490 1.578 -0.217
F 0.654 1.863 1.859 -0.098
C 0.852 -0.961 -1.329 -0.127
O 0.575 -0.312 -0.385 -0.388
H 1.583 -0.802 -2.107 0.255
H 0.120 -1.721 -1.358 0.239
```

## Properties
- HOMO-LUMO gap (eV) = 11.06
- calculated total energy (Ha) = -382.3469
- SMILES = O=C=NF.C=O
- relative energy (zero: lowest compared OMol25 entry of this formula, charge and spin) (eV) = 4.994


# 2
Formula: C4H11N5O
Source: the Open Molecules 2025 dataset
Level of theory: ωB97M-V/def2-TZVPD

```
21
Properties=species:S:1:pos:R:3:mulliken_charge:R:1
C -1.463 1.790 2.278 0.305
C 1.192 -0.532 -0.277 0.295
C 0.236 -2.475 -1.268 0.012
C -0.003 -0.379 -2.392 -0.769
N -2.254 1.650 1.427 0.223
N -0.845 2.093 3.340 -0.316
N 2.511 -0.763 -0.301 -0.362
N 0.452 -1.228 -1.331 0.105
N 0.480 0.179 0.487 -0.471
O -2.591 1.182 0.274 -0.229
H 0.618 -3.064 -0.443 0.290
H -0.339 -2.977 -2.036 0.271
H -3.519 1.448 0.084 0.420
H 0.838 -0.135 -3.050 0.331
H -0.782 -0.858 -2.982 0.334
H -0.367 0.559 -1.968 0.290
H -0.343 2.974 3.423 0.301
H -0.918 1.512 4.173 0.297
H 2.962 -1.321 -1.008 0.233
H 3.120 -0.311 0.365 0.226
H 1.016 0.657 1.204 0.216
```

## Properties
- HOMO-LUMO gap (eV) = 9.62
- calculated total energy (Ha) = -507.3043
- charge = +2
- relative energy (zero: lowest compared OMol25 entry of this formula, charge and spin) (eV) = 3.551


# 3
Formula: C12H14BCl3HfN6O2
Source: the Open Molecules 2025 dataset
Level of theory: ωB97M-V/def2-TZVPD

```
39
Properties=species:S:1:pos:R:3:mulliken_charge:R:1
H -0.092 3.051 0.821 0.525
N 0.260 1.764 -0.845 -0.225
B 0.882 0.850 -3.166 0.136
N 0.713 2.017 -2.146 0.132
C 0.838 3.338 -2.321 0.030
Hf -0.281 -0.220 -0.261 1.621
H 1.134 3.737 -3.286 0.484
C 0.525 3.985 -1.125 -1.058
H 0.529 5.052 -0.950 0.424
C 0.196 2.982 -0.219 -0.072
H 1.315 1.233 -4.212 -0.002
C -2.057 -2.722 1.443 -0.756
H -2.459 -3.017 2.419 0.327
H -1.035 -3.096 1.374 0.261
H -2.691 -3.189 0.686 0.292
N -0.559 0.245 -3.313 0.255
N 1.750 -0.285 -2.552 -0.087
N -1.243 -0.262 -2.209 -0.437
N 1.451 -0.823 -1.293 0.159
C -1.322 0.119 -4.401 -0.018
C 2.767 -0.970 -3.084 0.010
H -0.947 0.454 -5.349 0.504
H 3.109 -0.744 -4.091 0.483
C -2.525 -0.465 -4.034 -1.065
C 3.208 -1.922 -2.170 -1.155
C -2.461 -0.694 -2.663 -0.027
C 2.391 -1.792 -1.050 -0.105
H -3.345 -0.694 -4.677 0.437
H 4.014 -2.627 -2.300 0.438
H -3.172 -1.124 -1.965 0.476
H 2.391 -2.317 -0.108 0.639
H -2.069 -1.605 1.330 0.016
Cl 1.827 -2.176 4.701 -0.062
C 1.330 -0.740 3.800 0.715
Cl -0.051 0.067 4.580 -0.099
Cl 2.682 0.403 3.574 -0.100
C 0.888 -1.152 2.336 0.159
O 1.180 -2.231 1.840 -0.572
O 0.190 -0.214 1.718 -0.684
```

## Properties
- HOMO-LUMO gap (eV) = 7.70
- calculated total energy (Ha) = -2397.7101
- charge = +2


# 4
Formula: C3H5N5O7
Source: the Open Molecules 2025 dataset
Level of theory: ωB97M-V/def2-TZVPD

```
20
Properties=species:S:1:pos:R:3:mulliken_charge:R:1
C -2.185 0.416 -0.698 -0.809
C -0.616 -0.003 1.109 -0.578
C 1.411 0.195 0.077 -0.309
N -1.673 -1.823 0.214 -0.067
N -1.478 -0.446 0.220 0.495
N 1.221 1.251 -0.912 1.072
N 1.348 -1.163 -0.430 1.075
N 2.334 0.472 1.165 1.014
O -2.528 -2.216 -0.519 -0.386
O 0.750 2.280 -0.483 -0.563
O 1.506 1.007 -2.052 -0.589
O 2.087 -1.991 0.024 -0.600
O 0.448 -1.354 -1.229 -0.583
O 2.253 -0.254 2.125 -0.556
O 3.072 1.413 1.021 -0.576
H -1.619 1.324 -0.884 0.353
H -2.332 -0.131 -1.631 0.295
H -3.163 0.674 -0.290 0.318
H -0.599 1.056 1.336 0.460
H -0.237 -0.708 1.837 0.534
```

## Properties
- HOMO-LUMO gap (spin up / spin down) (eV) = 8.42 / 8.42
- calculated total energy (Ha) = -917.3251


# 5
Formula: C15H35N5O5
Source: the Open Molecules 2025 dataset
Level of theory: ωB97M-V/def2-TZVPD

```
60
Properties=species:S:1:pos:R:3:mulliken_charge:R:1
C -4.631 3.098 0.724 -0.911
N -3.644 4.125 1.027 0.169
C -3.664 4.665 2.362 -0.981
C -2.865 4.665 0.066 0.205
O -2.031 5.523 0.240 -0.613
H -4.377 2.206 1.300 0.288
H -4.588 2.853 -0.332 0.254
H -5.624 3.444 1.018 0.352
H -4.619 5.158 2.571 0.312
H -3.518 3.871 3.098 0.315
H -2.876 5.407 2.453 0.320
H -3.081 4.201 -0.913 0.288
C 1.946 2.754 -1.692 -0.953
N 2.064 2.652 -0.268 0.217
C 1.123 3.440 0.517 -0.885
C 2.976 1.851 0.317 0.076
O 3.791 1.167 -0.275 -0.582
H 2.243 3.736 -2.065 0.350
H 0.919 2.559 -2.017 0.274
H 2.572 1.990 -2.156 0.285
H 0.996 4.422 0.063 0.343
H 0.131 2.970 0.531 0.229
H 1.445 3.555 1.550 0.322
H 2.894 1.863 1.415 0.319
C 0.187 -0.643 -2.087 -0.795
N -0.510 -0.053 -0.973 0.544
C -0.005 -0.319 0.325 -0.265
C -1.514 0.845 -1.145 -0.068
O -2.051 1.475 -0.250 -0.561
H -0.369 -0.584 -3.022 0.438
H 0.356 -1.714 -1.923 0.184
H 1.173 -0.190 -2.244 0.146
H -0.022 -1.380 0.604 -0.227
H 1.062 -0.054 0.359 0.000
H -0.523 0.247 1.089 0.366
H -1.790 0.978 -2.202 0.317
C -2.474 -3.278 1.837 -0.871
N -1.205 -3.841 1.429 0.161
C -1.018 -4.111 0.036 -0.976
C -0.223 -4.081 2.322 0.127
O 0.762 -4.746 2.110 -0.552
H -2.499 -3.084 2.906 0.300
H -3.295 -3.946 1.561 0.319
H -2.679 -2.333 1.314 0.270
H -0.204 -4.831 -0.071 0.275
H -1.886 -4.611 -0.399 0.408
H -0.771 -3.217 -0.542 0.262
H -0.385 -3.581 3.293 0.305
C 4.141 -1.734 -1.125 -0.929
N 3.626 -3.062 -1.254 0.254
C 2.458 -3.344 -0.468 -0.790
C 4.153 -3.984 -2.094 0.176
O 5.216 -3.889 -2.665 -0.581
H 4.232 -1.441 -0.076 0.311
H 3.487 -0.990 -1.593 0.246
H 5.130 -1.584 -1.552 0.308
H 1.633 -2.695 -0.800 0.139
H 2.121 -4.368 -0.618 0.215
H 2.623 -3.182 0.597 0.308
H 3.478 -4.850 -2.213 0.244
```

## Properties
- HOMO-LUMO gap (eV) = 9.31
- calculated total energy (Ha) = -1242.5232
- SMILES = CN(C)C=O.CN(C)C=O.CN(C)C=O.CN(C)C=O.CN(C)C=O
- relative energy (zero: lowest compared OMol25 entry of this formula, charge and spin) (eV) = 2.126


# 6
Formula: C4H4IN
Source: the Open Molecules 2025 dataset
Level of theory: ωB97M-V/def2-TZVPD

```
10
Properties=species:S:1:pos:R:3:mulliken_charge:R:1
C 1.523 1.433 -0.937 -0.646
C 0.428 1.140 -1.529 0.707
C 0.913 0.509 0.065 -0.084
C -0.698 -0.053 -0.523 -0.551
N -0.799 0.761 -1.840 -0.642
I -2.386 2.300 -1.809 0.098
H 1.367 -0.401 0.200 0.321
H 0.536 1.145 1.004 0.211
H -0.808 -1.089 -0.683 0.311
H -1.404 0.333 0.190 0.274
```

## Properties
- HOMO-LUMO gap (eV) = 7.37
- calculated total energy (Ha) = -507.0127
- relative energy (zero: lowest compared OMol25 entry of this formula, charge and spin) (eV) = 6.538


Please write out number 6 again, unchanged.
Formula: C4H4IN
Source: the Open Molecules 2025 dataset
Level of theory: ωB97M-V/def2-TZVPD

```
10
Properties=species:S:1:pos:R:3:mulliken_charge:R:1
C 1.523 1.433 -0.937 -0.646
C 0.428 1.140 -1.529 0.707
C 0.913 0.509 0.065 -0.084
C -0.698 -0.053 -0.523 -0.551
N -0.799 0.761 -1.840 -0.642
I -2.386 2.300 -1.809 0.098
H 1.367 -0.401 0.200 0.321
H 0.536 1.145 1.004 0.211
H -0.808 -1.089 -0.683 0.311
H -1.404 0.333 0.190 0.274
```

## Properties
- HOMO-LUMO gap (eV) = 7.37
- calculated total energy (Ha) = -507.0127
- relative energy (zero: lowest compared OMol25 entry of this formula, charge and spin) (eV) = 6.538


Q: The highest calculated total energy belongs to which entry?
A: C2H2FNO2